Entry 1:
{
  "formula": "C10H40N20O10",
  "method": "wB97M-V/def2-TZVPD",
  "e_lumo_ev": -0.3,
  "mol_weight_g_mol": 600.6,
  "homo_lumo_gap_ha": 0.301,
  "smiles": "NC(N)=O.NC(N)=O.NC(N)=O.NC(N)=O.NC(N)=O.NC(N)=O.NC(N)=O.NC(N)=O.NC(N)=O.NC(N)=O",
  "relative_energy_kj_mol": 590.9,
  "largest_force_ev_per_a": 7.45,
  "species": ["N", "O", "H", "N", "H", "H", "H", "O", "H", "N", "H", "N", "H", "N", "C", "O", "N", "H", "N", "C", "H", "H", "H", "C", "H", "H", "N", "N", "O", "H", "H", "H", "O", "H", "H", "C", "N", "H", "C", "N", "H", "H", "H", "H", "H", "O", "C", "C", "N", "O", "H", "N", "N", "N", "C", "N", "H", "C", "C", "H", "H", "N", "H", "O", "H", "N", "H", "H", "H", "H", "H", "O", "H", "H", "N", "N", "H", "O", "H", "H"],
  "positions_angstrom": [[-1.0259, -0.0111, 4.7931], [1.8575, -2.3867, 5.2145], [2.9742, 1.2850, 3.5402], [3.4347, 2.1145, -4.9680], [-3.0724, -0.7968, 6.8738], [4.1924, 2.7991, -0.9910], [2.0013, 0.4261, -2.9437], [-1.8178, 1.3610, 6.2949], [-1.4106, 0.8208, 0.6482], [-0.7847, -0.0248, -4.1809], [3.9094, 0.2775, 1.7011], [2.7705, 2.2366, 3.2698], [1.8740, 4.4335, 3.0257], [3.5683, 2.0861, -0.6414], [0.0814, -0.3163, 0.1519], [1.3693, -1.2956, -2.7536], [-0.4957, -0.4867, -0.9912], [-0.1634, 0.5811, 1.9181], [-2.3222, -0.8258, 6.1982], [4.2095, 1.5929, 0.3795], [0.2486, 4.0922, 3.3777], [-3.8408, 2.4552, -2.6910], [-3.6250, 0.8885, 2.0784], [1.4513, -2.2033, 4.0401], [3.0728, -1.2116, 3.3402], [2.3207, 2.1096, -2.9670], [1.0426, -3.5431, -2.6236], [-4.3808, 1.6111, -2.8176], [-0.7699, -0.9337, -6.1956], [-1.0005, -0.9354, 4.3868], [0.0614, -0.5369, -3.9761], [-0.4524, 0.7415, 4.4398], [4.0667, -0.0109, -4.4274], [-0.0570, -2.3258, 2.6925], [-0.3431, -2.9536, 4.3465], [3.4058, 0.9989, -4.2830], [-3.3159, -0.0280, 1.7875], [-2.9207, 1.0125, -4.9434], [-4.0389, 0.6406, -2.0254], [2.4417, -2.7778, -4.0672], [2.6018, -3.7278, -4.3702], [-1.4805, -0.2690, -1.0446], [-1.2459, 0.4693, -3.4304], [-5.8249, 0.0311, -2.2303], [-2.6153, -2.2513, 1.5030], [1.1192, -0.8624, 0.2956], [1.5112, 2.5345, 3.4207], [-1.7004, 0.2207, 5.8274], [-0.5337, 0.4519, 0.9873], [-2.9041, 0.6030, -1.4985], [-5.2991, 1.6630, -3.2349], [1.1518, 3.7319, 3.1047], [-4.9662, -0.1993, -1.7511], [-2.3333, 0.5755, -5.6391], [-1.3177, -0.1829, -5.3599], [3.6602, 0.4725, 0.7419], [3.6811, 2.2414, -5.9392], [1.5772, -2.4916, -3.1403], [-4.0491, -1.0082, 2.1758], [2.7427, 2.8456, -4.8860], [2.8324, 0.0198, 0.3814], [2.2005, -1.6847, 3.1522], [-2.7439, 0.4298, -6.5502], [-5.1004, -0.8880, 2.7468], [-3.8472, -3.0640, 2.3440], [0.2099, -2.4655, 3.6565], [1.1379, -4.4520, -3.0535], [3.4573, 2.7121, 2.7022], [-1.9464, -1.7395, 5.9883], [0.3833, -3.4400, -1.8655], [-2.3527, -0.2472, 1.5772], [5.2448, 1.9818, 0.9170], [2.8326, 1.5664, -1.0985], [0.0017, -0.9113, -1.7608], [2.5683, 1.1859, -3.2920], [-3.5116, -2.1901, 1.9647], [2.6835, -2.0081, -4.6748], [0.7723, 1.6220, 3.8731], [1.8063, -1.7711, 2.2263], [-4.9197, -0.4646, -0.7777]]
}


Entry 2:
{
  "formula": "C10H40N2O10",
  "method": "wB97M-V/def2-TZVPD",
  "e_lumo_ev": 0.1,
  "mol_weight_g_mol": 348.4,
  "homo_lumo_gap_ha": 0.364,
  "smiles": "NC(N)=O.CO.CO.CO.CO.CO.CO.CO.CO.CO",
  "relative_energy_kj_mol": 720.8,
  "largest_force_ev_per_a": 5.51,
  "species": ["H", "O", "H", "H", "C", "H", "O", "H", "H", "H", "N", "H", "H", "O", "H", "O", "H", "O", "H", "H", "O", "H", "H", "H", "N", "H", "H", "H", "O", "H", "C", "H", "C", "H", "H", "C", "H", "C", "O", "O", "H", "H", "H", "H", "H", "H", "C", "C", "C", "H", "C", "H", "C", "H", "H", "H", "H", "H", "O", "H", "H", "H"],
  "positions_angstrom": [[-13.0250, -19.3749, 6.6518], [-12.8753, -18.2595, 13.9056], [-15.6979, -27.9692, 3.6266], [-14.7834, -18.1842, 13.1680], [-6.6540, -14.9894, 0.5753], [-18.0484, -22.4736, 7.6527], [-13.1148, -21.9237, -2.8030], [-12.1822, -21.2712, 4.1577], [-13.2410, -21.0987, 5.5672], [-13.0051, -19.1138, 14.3239], [-12.4171, -18.8962, 6.0028], [-11.5688, -23.2928, -3.4169], [-14.0616, -28.0669, 2.8497], [-12.0324, -13.1535, 6.9239], [-18.0620, -24.7478, 6.8570], [-13.9921, -27.9374, 4.8715], [-17.4989, -19.4518, 2.9286], [-19.2108, -20.1914, 1.9886], [-11.0470, -21.9309, -2.4679], [-11.5210, -13.4086, 7.6953], [-7.1751, -21.9006, 1.5045], [-6.4904, -19.4532, 6.7778], [-17.2476, -20.9345, 2.1260], [-5.2620, -21.8322, 1.3252], [-12.4606, -20.7938, 5.0031], [-12.4336, -17.8864, 5.9889], [-17.3903, -19.5057, 1.1352], [-12.0329, -23.2116, -1.7160], [-6.3332, -19.8062, 8.8058], [-6.4331, -15.5772, 1.4663], [-11.9762, -19.5965, 5.0180], [-10.3514, -13.2468, 5.7558], [-5.9053, -20.0563, 7.4721], [-7.4133, -14.2106, 0.6457], [-10.9955, -11.6089, 6.2316], [-11.8788, -22.6192, -2.6179], [-13.0362, -27.8566, 4.9088], [-17.7863, -19.9922, 2.0266], [-11.1210, -19.1835, 4.2461], [-5.4664, -14.6177, -0.0625], [-6.7481, -18.9483, 8.9216], [-7.0618, -15.6130, -0.2202], [-16.6908, -24.9119, 7.9563], [-18.2654, -24.3817, 8.4404], [-4.8739, -19.7190, 7.3696], [-11.8613, -12.4661, 4.9848], [-13.7791, -18.0114, 12.7811], [-6.1135, -21.3751, 0.8210], [-17.5125, -24.2592, 7.6617], [-13.7265, -16.9764, 12.4432], [-11.2277, -12.6071, 5.8604], [-12.9793, -21.0972, -3.2721], [-14.6619, -27.6311, 3.6484], [-5.9003, -21.1124, 7.2024], [-6.2874, -21.4991, -0.2478], [-5.0496, -13.9310, 0.4632], [-13.5363, -18.7689, 12.0358], [-7.5560, -21.2311, 2.0773], [-17.2727, -22.9233, 7.3095], [-14.6930, -26.5458, 3.5520], [-5.9652, -20.3136, 1.0194], [-19.5735, -20.2012, 2.8774]]
}


Entry 3:
{
  "formula": "C10H40N4O10",
  "method": "wB97M-V/def2-TZVPD",
  "e_lumo_ev": 0.0,
  "mol_weight_g_mol": 376.4,
  "homo_lumo_gap_ha": 0.345,
  "smiles": "NC(N)=O.NC(N)=O.CO.CO.CO.CO.CO.CO.CO.CO",
  "relative_energy_kj_mol": 322.6,
  "largest_force_ev_per_a": 10.50,
  "species": ["C", "N", "O", "H", "O", "H", "H", "H", "H", "H", "H", "H", "H", "O", "H", "H", "C", "H", "H", "O", "H", "N", "C", "N", "H", "H", "H", "H", "H", "H", "C", "H", "H", "H", "H", "O", "H", "H", "C", "O", "H", "H", "H", "H", "H", "N", "H", "O", "H", "C", "C", "O", "C", "H", "O", "H", "H", "H", "C", "O", "H", "H", "C", "H"],
  "positions_angstrom": [[2.9705, -0.3188, 3.5680], [2.8507, 1.3396, 0.6186], [-2.6866, -0.3653, -0.8523], [-1.1711, 0.0874, 1.2442], [0.0984, -0.7285, -0.0282], [-1.2632, 1.6841, -1.4355], [1.0191, -3.0161, 3.5317], [2.7699, 0.7781, 3.6151], [0.9899, -2.5717, 1.8500], [-1.8088, 4.1998, 2.0079], [0.4724, -0.1573, 1.9281], [-2.2827, -2.3890, -3.5170], [0.4766, 2.1654, -1.5648], [-0.5284, -3.8475, 2.4337], [-1.3875, -4.7650, -0.1338], [-0.5845, 3.0114, 2.6647], [-0.8179, 3.8512, 1.9981], [-1.1991, -1.0237, -3.3065], [2.6693, -1.9120, -0.0991], [-4.3780, -1.1026, -4.2223], [-0.6107, 2.3303, -2.8861], [-2.8110, 0.6599, -3.9332], [-0.1319, 0.1698, 1.0372], [-2.1444, -1.3767, -3.4270], [0.1742, 1.2203, 0.8547], [3.6087, -0.5710, 4.4497], [-2.2044, -2.0416, -0.0187], [3.7313, -1.9935, -1.5982], [-1.4663, -3.8596, -1.5756], [1.9687, 4.3934, 0.5764], [3.1969, -1.3532, -0.8514], [2.3720, 3.3436, -0.7325], [-4.6570, 0.0298, -0.8502], [1.9705, -0.7727, 3.6155], [3.8817, -1.6957, 2.3501], [2.4265, -0.4064, -1.4807], [-1.2256, -3.6085, 1.7754], [2.5041, 1.0660, -0.3424], [-3.0948, -0.5920, -3.8799], [2.4565, 2.9166, 2.4919], [3.0513, 0.5655, 1.3022], [0.5159, 3.3463, 0.8183], [-3.6202, 1.4701, -0.6050], [-0.3147, 4.7316, 2.3403], [1.5575, -0.3873, -0.9510], [2.2371, 3.4230, 0.2908], [-0.1855, -1.8956, 2.9952], [-0.3667, 3.6676, 0.7421], [0.7554, 0.4244, -3.1164], [-1.2466, -3.7682, -0.4841], [0.3644, -2.7493, 2.7289], [3.6202, -0.7258, 2.3786], [2.5052, 2.5258, 1.1613], [3.9798, -0.7995, -0.4527], [-2.0222, -2.9351, 0.3380], [-0.6307, -0.6940, -0.6569], [-1.8148, 0.8363, -3.7694], [-2.6966, -0.2854, -1.7979], [-0.3416, 1.6930, -2.0400], [-0.0821, 0.4036, -2.5912], [-0.2098, -3.6141, -0.2638], [-3.4373, 1.3463, -4.4837], [-3.7725, 0.4302, -0.3638], [-3.9996, 0.2120, 0.6045]]
}


Entry 4:
{
  "formula": "C10H40N6O10",
  "method": "wB97M-V/def2-TZVPD",
  "e_lumo_ev": -0.4,
  "mol_weight_g_mol": 404.5,
  "homo_lumo_gap_ha": 0.308,
  "smiles": "NC(N)=O.NC(N)=O.NC(N)=O.CO.CO.CO.CO.CO.CO.CO",
  "relative_energy_kj_mol": 483.0,
  "largest_force_ev_per_a": 10.36,
  "species": ["H", "C", "H", "H", "O", "H", "N", "H", "H", "H", "H", "C", "H", "H", "O", "O", "O", "H", "H", "N", "H", "C", "N", "C", "H", "H", "O", "O", "O", "H", "C", "H", "H", "H", "O", "H", "H", "O", "H", "H", "H", "H", "C", "H", "C", "C", "H", "N", "N", "H", "C", "H", "H", "H", "O", "H", "C", "H", "H", "H", "H", "H", "H", "H", "N", "H"],
  "positions_angstrom": [[0.0462, -2.9932, 0.1974], [1.5383, -2.7104, -3.8715], [0.3735, 0.7318, -4.0903], [5.0507, -1.6512, 1.9400], [5.5351, -1.7088, -0.0575], [-0.4135, 3.4690, -2.0550], [0.8054, 2.1553, 2.4383], [-1.1596, 3.2060, 3.1950], [2.6130, -4.9847, 0.3947], [-4.0462, 2.3754, 2.9437], [1.1893, -4.5470, 1.2010], [5.1353, -1.0134, 1.0884], [-0.8152, 0.2078, -0.0747], [0.8486, -1.6401, -0.6710], [-2.2880, 2.1834, 3.8898], [2.2956, 1.0117, 0.2924], [3.0554, -3.0037, -1.0369], [-0.9421, 4.7076, 2.4212], [-2.6021, 2.2865, 1.9193], [1.0744, -0.1044, -1.3572], [-0.9017, -1.4042, 4.0035], [-3.1063, 1.9415, 2.8003], [-0.5426, 3.8071, 2.6998], [-1.3955, 3.0088, -1.8863], [-1.4641, 1.9518, -2.1875], [-1.9440, -0.5856, -3.4477], [-1.6441, 2.9825, -0.5266], [1.1322, 4.0150, 1.0110], [-2.3169, -0.8113, -0.1444], [-3.0121, -1.4963, 3.1383], [-3.4113, 0.0584, -0.3373], [0.0356, 1.3334, 1.1809], [0.4533, 1.5796, 3.1849], [2.0020, -0.1684, -1.7533], [-1.0816, -0.2000, -3.1913], [2.0979, -1.8932, -3.5375], [5.9242, -0.2674, 1.2033], [0.4284, -2.9221, -3.0553], [-3.3170, 0.8867, 2.6990], [2.2522, -3.5392, -3.9625], [-0.3907, -1.5519, 2.3315], [1.1505, -2.5969, -4.9197], [1.0914, 0.6115, -0.2803], [-1.0193, -0.0177, 2.8445], [-0.5163, 0.3061, -4.3866], [0.4772, 3.3740, 2.0338], [4.0995, -0.6766, 0.9591], [0.8173, -2.6110, -0.3214], [1.8334, -4.3195, 0.4203], [1.7076, 1.8770, 2.0357], [-1.1322, -1.1075, 2.9572], [-3.2908, 0.9986, 0.1994], [0.7032, -2.5765, -2.2033], [-0.8687, 2.5674, -0.1245], [-2.3871, -1.5930, 2.4345], [-2.1684, 3.6060, -2.3324], [1.9431, -3.2159, -0.2831], [-0.3467, -0.4567, -5.1102], [-2.2484, -1.0087, 0.7939], [-1.0914, 1.1130, -4.8387], [-4.3356, -0.4265, -0.0611], [-2.7674, 2.3062, 4.7113], [0.1885, -0.1127, -1.9502], [4.7227, -1.9321, -0.4268], [-0.0247, 0.8255, 0.2400], [-3.6293, 0.3631, -1.3214]]
}